[1]
72
Properties=species:S:1:pos:R:3:forces:R:3:mulliken_spin:R:1 method="wB97M-V/def2-TZVPD" multiplicity=8 energy_ev=-99877.415 charge=0
C -0.612706 -3.785503 -2.768755 0.0 -0.2 0.2 0.01
C 0.640013 -2.993550 -2.417802 -1.3 0.1 2.4 0.05
H -0.393382 -4.640759 -3.409784 0.0 0.0 0.1 -0.01
H -1.371687 -3.153780 -3.286015 0.7 -0.3 0.4 0.00
H -1.055683 -4.158444 -1.834794 0.0 0.1 -0.3 0.00
C 1.699117 -2.933837 -3.345853 1.2 0.1 -0.3 0.59
C 1.580646 -3.391384 -4.746530 0.0 0.1 -0.7 -0.04
H 2.695214 -2.724301 -2.966103 -0.2 0.1 -0.1 0.07
H 0.681885 -2.949620 -5.211081 0.3 -0.3 0.0 0.02
H 1.523795 -4.490518 -4.898537 0.0 0.4 0.3 0.05
H 2.464599 -3.055257 -5.306867 -0.3 -0.1 0.0 0.01
Gd -0.323372 2.345916 1.049953 1.3 1.8 1.3 5.21
Cl -0.190351 -0.001813 2.273983 0.3 -0.8 1.0 0.04
Cl -1.706288 4.083619 -0.230973 -0.6 0.5 -0.5 0.01
H -1.728086 5.054706 5.890532 0.1 -0.1 -0.2 0.00
H -2.072491 3.068383 7.145617 0.2 -0.1 -0.1 0.00
C -2.041501 4.641486 4.925031 -0.1 0.0 0.1 0.01
C -2.561380 2.604928 6.286412 -0.1 0.1 0.2 0.00
N -2.079950 3.187127 5.047069 0.0 -0.4 0.1 0.00
H -1.338734 4.925740 4.129310 -0.4 -0.1 0.3 -0.03
C -1.832443 2.403678 4.002540 0.5 1.2 -1.8 0.05
O -1.548733 2.896846 2.868883 -1.1 -0.7 2.7 0.17
H -2.368685 1.528929 6.291426 0.0 0.2 0.0 0.00
H -1.855910 1.314759 4.157369 0.0 0.3 0.0 0.02
H -3.049565 5.029861 4.713484 0.3 -0.1 -0.1 0.00
H -3.632874 2.781979 6.421308 0.0 -0.1 -0.2 0.00
H -0.654717 0.417932 -2.845965 0.3 0.3 -0.3 0.00
H 2.200962 0.466155 -4.412294 -0.1 0.3 -0.1 0.01
C -0.368013 1.368892 -3.316814 -0.2 0.0 0.0 0.00
C 1.913619 1.522132 -4.270638 0.2 -0.2 0.1 0.00
N 1.048418 1.668786 -3.109014 0.6 0.1 0.3 0.00
H -1.006550 2.157533 -2.904599 0.2 -0.1 0.0 -0.01
C 1.597000 1.946849 -1.921448 -1.5 0.0 0.8 0.10
O 0.941718 2.087773 -0.857727 1.9 -0.4 -2.3 0.20
H 2.819046 2.126034 -4.130833 -0.2 -0.2 -0.2 0.00
H 2.699492 2.031644 -1.926974 -0.4 0.1 -0.1 0.00
H -0.510696 1.317597 -4.402525 -0.1 0.0 0.3 0.00
H 1.354877 1.866106 -5.147710 0.4 0.0 0.1 0.00
O 0.158389 -1.847235 -1.635056 0.4 0.4 -0.5 0.09
C 0.984887 -2.688706 -0.868960 -1.7 -0.6 -1.2 0.15
C 2.854224 -1.021396 -1.158749 0.3 -0.3 0.1 0.00
C 2.220328 -2.049592 -0.428646 1.4 0.7 1.1 -0.05
H 2.378238 -0.610093 -2.043813 0.0 -0.2 0.1 0.03
C 4.117149 -0.539842 -0.786716 -0.2 -0.3 0.3 0.01
H 0.459305 -3.332740 -0.123941 0.4 0.5 -0.6 0.00
C 2.783325 -2.384937 0.830224 0.4 -0.3 -0.7 0.01
H 4.619685 0.236033 -1.363110 -0.2 -0.2 0.0 0.00
C 4.768506 -1.066027 0.331193 -0.2 -0.3 0.3 0.01
C 4.082219 -1.964907 1.167444 -0.4 0.1 -0.3 -0.01
H 2.201881 -3.021751 1.510673 0.4 0.2 -0.3 0.00
H 5.791486 -0.754476 0.584518 -0.5 -0.1 -0.1 0.00
H 4.541431 -2.327179 2.094498 -0.2 0.2 -0.4 0.00
Si -3.262929 -0.634313 0.098344 1.1 1.6 0.9 -0.01
Cl -1.411788 0.536659 -0.441295 -2.5 -2.7 -1.5 0.15
C -4.437220 0.802324 -0.130023 -0.6 -0.1 -0.1 0.00
C -2.986092 -1.154203 1.883615 -0.2 -0.2 -0.3 0.02
C -3.614410 -2.099679 -0.954927 0.3 -0.4 -0.4 -0.01
H -3.963239 1.761135 0.134262 -0.1 -0.4 0.0 0.00
H -5.351155 0.679844 0.486537 0.3 0.0 -0.4 0.00
H -4.726553 0.870789 -1.197921 0.0 0.0 0.5 0.00
H -3.567769 -1.862819 -2.026202 0.0 -0.1 0.2 0.00
H -4.623842 -2.454025 -0.717965 0.0 0.1 0.0 0.00
H -2.918044 -2.923140 -0.724344 -0.2 0.3 -0.2 0.00
H -2.155727 -1.891449 1.895827 -0.5 0.6 0.2 0.00
H -3.897695 -1.643161 2.267566 0.2 0.1 -0.1 0.00
H -2.723475 -0.281431 2.509891 -0.1 -0.7 -0.4 -0.01
C 2.780525 0.964791 2.525262 -0.4 0.3 0.0 0.00
O 2.112606 1.996549 1.740701 0.9 -0.5 -0.4 0.14
H 3.645064 0.570137 1.999332 0.1 0.2 0.1 -0.01
H 2.067021 0.156592 2.708402 0.3 0.2 0.0 0.00
H 3.052405 1.433714 3.471830 0.2 -0.1 -0.1 0.00
H 2.464661 1.977908 0.828270 -0.2 0.0 0.6 -0.03

[2]
72
Properties=species:S:1:pos:R:3:forces:R:3:lowdin_charge:R:1 method="wB97M-V/def2-TZVPD" energy_ev=-83215.053 charge=-1
C 1.499436 -1.649058 -3.050638 0.0 -0.8 -0.4 -0.08
C 0.816307 -0.543741 -2.320158 -0.6 0.8 0.5 -0.23
H 2.286826 -1.266149 -3.711023 0.2 0.1 0.2 0.08
H 0.826649 -2.193566 -3.724512 -0.1 0.1 0.3 0.08
H 1.921383 -2.393619 -2.366576 -0.1 0.1 -0.1 0.06
C 0.137643 0.420185 -2.978353 0.3 -0.2 1.1 -0.14
C -0.164778 0.568409 -4.434983 -0.2 0.4 -0.6 -0.10
H -0.207572 1.280722 -2.407996 0.0 -0.4 0.0 0.07
H -0.902753 -0.158544 -4.837065 0.6 0.1 0.2 0.08
H 0.748191 0.589498 -5.061423 -0.4 -0.3 0.2 0.07
H -0.632838 1.563421 -4.570097 0.2 -0.4 -0.1 0.06
Hg 5.078665 -3.143497 -0.905837 -1.0 1.8 1.1 0.55
Cl 4.394589 -1.166117 0.062275 0.5 -0.5 -0.2 -0.12
Cl -0.998742 -3.001319 -1.182470 -1.2 0.7 -2.4 0.39
C 0.078379 2.358419 2.842498 -2.3 -0.9 -0.4 -0.29
O -1.063493 1.846964 2.780656 1.8 2.0 0.3 -0.06
N 0.256353 3.680118 2.766744 0.1 0.4 0.1 -0.19
C -0.899115 4.559986 2.867881 0.3 0.0 -0.1 -0.04
C 1.584185 4.249914 2.612608 0.1 -0.2 0.3 -0.05
H 1.008041 1.761408 2.953922 -0.4 0.1 -0.2 0.16
H -1.802443 3.949127 2.896968 0.2 0.1 0.0 0.08
H -0.929459 5.232408 2.007355 0.0 0.0 0.0 0.08
H -0.825656 5.158077 3.781622 0.0 0.0 -0.1 0.09
H 2.225794 3.533396 2.082658 -0.2 0.3 0.1 0.09
H 2.032497 4.462667 3.594451 0.0 0.1 -0.2 0.09
H 1.515711 5.176011 2.031422 0.1 -0.2 0.1 0.09
H -2.803318 -1.857895 -2.284717 -0.1 0.0 0.1 0.01
H -2.298000 1.649968 -2.213021 0.0 -0.1 0.0 0.07
C -3.552099 -1.115920 -1.997304 0.2 -0.4 -0.2 -0.05
C -3.097183 1.289296 -1.558197 0.4 0.4 -0.1 -0.04
N -2.905166 -0.097325 -1.172246 -0.8 0.1 0.6 -0.13
H -4.349075 -1.631258 -1.444450 0.2 0.2 -0.1 0.10
C -2.626489 -0.364235 0.097779 -0.7 -1.6 0.9 -0.23
O -2.874883 -1.482329 0.653258 -0.1 2.0 -1.1 0.00
H -3.106760 1.922636 -0.665810 -0.1 0.0 -0.2 0.09
H -2.213222 0.452874 0.710928 -0.3 -0.3 -0.2 0.14
H -3.950814 -0.624329 -2.884421 0.0 0.0 0.1 0.08
H -4.041357 1.389278 -2.100991 0.0 0.0 0.3 0.09
O 0.410421 -1.239193 0.251671 1.5 3.3 -2.1 -0.26
C 1.154629 -0.431030 -0.779306 -0.2 -0.8 1.2 -0.20
C -0.028521 1.747894 -0.185760 -0.1 0.1 -0.3 -0.08
C 1.172436 1.097961 -0.460586 -0.3 -0.8 0.1 -0.15
H -0.895053 1.144312 0.038443 0.5 0.2 0.0 0.07
C -0.178890 3.119098 -0.365010 0.5 -0.1 0.0 -0.10
H 2.205493 -0.755063 -0.722403 -0.5 0.0 0.0 0.02
C 2.308867 1.888085 -0.698561 -0.1 -0.1 -0.3 -0.04
H -1.146704 3.584297 -0.191818 0.1 0.0 -0.1 0.10
C 0.912823 3.865521 -0.814463 -0.3 0.2 0.2 -0.12
C 2.162661 3.260890 -0.935670 0.3 -0.1 0.1 -0.10
H 3.295050 1.417246 -0.788114 -0.4 0.1 -0.1 0.08
H 0.775034 4.924323 -1.037230 0.2 -0.2 0.1 0.10
H 3.036069 3.857734 -1.237237 -0.4 -0.3 0.2 0.10
Si -0.144973 -2.739966 0.846508 1.5 -5.5 2.4 -0.05
Cl 5.998759 -4.954944 -1.704368 0.7 -1.4 -0.7 -0.24
C -1.616397 -4.166017 1.359555 -0.2 0.4 0.1 -0.22
C 1.295407 -3.048027 2.253995 0.0 1.3 1.1 -0.20
C 0.823313 -4.385108 0.248165 0.3 -0.9 -1.4 -0.34
H -2.533063 -3.750332 1.802926 0.0 0.1 0.1 -0.02
H -1.288929 -4.937248 2.076134 0.4 0.3 0.0 0.00
H -1.962326 -4.712680 0.472983 0.2 0.1 0.0 -0.03
H 0.206528 -5.018693 -0.407303 0.3 0.2 -0.1 -0.03
H 1.212261 -5.088285 0.999556 -0.1 0.5 0.2 0.00
H 1.697275 -4.049664 -0.325077 0.4 -0.1 -0.5 -0.03
H 1.347516 -2.324314 3.081274 0.3 -0.1 0.0 -0.02
H 2.266500 -2.965489 1.746498 0.0 -0.2 0.0 -0.01
H 1.249648 -4.018994 2.772611 -0.2 0.1 -0.5 0.01
C -0.342022 -0.778603 2.881350 -0.3 0.1 -0.2 -0.14
O -1.038620 -1.826270 2.185838 -1.6 1.4 -0.2 -0.29
H 0.599928 -0.614228 2.347477 -0.1 0.0 0.4 0.06
H -0.150541 -1.070084 3.922730 0.0 -0.2 -0.2 0.09
H -0.879415 0.170140 2.887784 -0.1 -1.1 -0.1 0.03
H -2.090570 -1.609178 1.606671 1.6 -0.2 1.0 0.08

[3]
72
Properties=species:S:1:pos:R:3:forces:R:3:mulliken_spin:R:1 method="wB97M-V/def2-TZVPD" multiplicity=6 energy_ev=-96953.078 charge=0
C 1.604239 -0.878400 -3.033650 0.0 -0.4 -0.1 0.00
C 1.081814 0.517630 -2.854670 -0.8 0.6 -0.1 0.00
H 1.505258 -1.218550 -4.070714 0.1 -0.1 0.3 0.00
H 1.067435 -1.584008 -2.373292 0.2 0.3 -0.2 0.00
H 2.674659 -0.941323 -2.755011 -0.5 0.1 -0.1 0.00
C 0.487005 1.270714 -3.801544 0.9 -0.4 0.5 0.00
C 0.286191 0.860851 -5.221554 -0.1 -0.1 -0.3 0.00
H 0.225522 2.308443 -3.584335 0.0 -0.3 0.1 0.00
H 0.432255 -0.219490 -5.361888 -0.1 0.4 -0.1 0.00
H 0.975183 1.407997 -5.886845 -0.2 -0.2 0.1 0.00
H -0.734896 1.121603 -5.530791 0.2 -0.1 -0.1 0.00
Sm 0.053351 -0.711853 1.422664 0.5 1.2 -1.2 5.06
Cl 2.474384 -0.691949 2.397204 0.2 0.1 0.0 -0.01
Cl -0.710283 -3.065998 0.897011 -0.2 -0.6 0.2 -0.01
C 0.552414 2.527189 2.198334 -0.5 -0.9 -0.3 0.00
O -0.280530 1.581985 2.183585 1.1 1.5 0.3 -0.01
N 0.223554 3.796755 2.431023 -0.1 -0.2 0.0 0.00
C -1.133075 4.142372 2.819207 -0.2 0.2 0.0 0.00
C 1.158068 4.907288 2.266992 -0.1 -0.1 0.3 0.00
H 1.632169 2.341532 2.020322 -0.5 0.1 -0.1 0.00
H -1.760591 3.253269 2.896281 0.3 0.1 -0.1 0.00
H -1.570385 4.838907 2.100487 0.0 -0.1 -0.2 0.00
H -1.121035 4.667509 3.775840 0.1 -0.1 0.1 0.00
H 2.109332 4.538315 1.872595 -0.2 0.1 0.1 0.00
H 1.311774 5.407288 3.231149 0.1 -0.1 -0.1 0.00
H 0.729405 5.637908 1.571867 0.2 -0.2 0.0 0.00
H -1.344629 -0.950813 -2.122193 0.0 0.0 0.1 0.00
H -2.332933 1.593791 -2.611114 -0.1 -0.1 0.1 0.00
C -2.331598 -1.086796 -1.672159 0.5 0.0 0.1 0.00
C -3.204847 1.186937 -2.084893 0.0 0.0 0.3 0.00
N -2.785001 0.179371 -1.115242 -0.6 0.2 0.7 0.00
H -2.259984 -1.838461 -0.884372 0.0 0.1 -0.1 0.00
C -2.868349 0.419772 0.206709 0.8 -0.5 -0.3 0.00
O -2.344622 -0.286394 1.103827 -0.9 0.9 -1.0 -0.01
H -3.712846 2.002474 -1.555234 0.1 -0.1 -0.2 0.00
H -3.437078 1.349717 0.432286 0.3 -0.4 0.1 0.00
H -3.025076 -1.398304 -2.457563 -0.1 0.0 0.2 0.00
H -3.880093 0.734780 -2.817084 0.0 0.1 0.1 0.00
O 0.480835 0.279275 -0.531408 -0.6 -0.5 0.9 -0.02
C 1.239435 1.008296 -1.418607 0.6 0.6 0.0 0.00
C -0.179240 3.140788 -1.192819 0.1 0.2 0.0 0.00
C 1.065338 2.534370 -1.292019 0.5 -0.8 0.3 0.00
H -1.051309 2.488195 -1.116803 0.2 0.3 -0.1 0.00
C -0.271354 4.536118 -1.182023 0.2 -0.2 0.2 0.00
H 2.314512 0.848128 -1.212202 0.0 0.0 0.2 0.00
C 2.230298 3.304620 -1.256831 -0.1 0.4 -0.2 0.00
H -1.250245 5.008529 -1.147389 0.1 0.0 0.0 0.00
C 0.890496 5.315535 -1.195343 0.2 0.1 0.1 0.00
C 2.151798 4.698965 -1.222076 -0.2 0.1 0.1 0.00
H 3.203911 2.802685 -1.262332 -0.4 0.2 -0.1 0.00
H 0.831277 6.411645 -1.125549 -0.1 -0.6 -0.2 0.00
H 3.065618 5.309570 -1.195097 -0.5 -0.3 0.0 0.00
Si 0.451030 -6.363845 0.675052 -0.2 -0.9 -0.2 0.00
Cl 0.621826 -5.335493 -1.120310 0.2 -0.3 -0.3 0.00
C -1.399213 -6.454090 1.012160 0.1 0.3 0.2 0.00
C 1.744325 -5.633953 1.830527 -0.1 0.0 0.1 0.00
C 0.829336 -8.235121 0.467210 0.2 0.5 -0.1 0.00
H -1.927417 -5.516636 0.824890 0.1 -0.1 0.1 0.00
H -1.574915 -6.764118 2.046003 -0.1 0.0 0.0 0.00
H -1.809297 -7.229030 0.350137 0.1 0.2 0.1 0.00
H 0.085478 -8.724343 -0.194118 0.4 0.3 0.4 0.00
H 0.756661 -8.676184 1.483231 0.1 0.1 -0.5 0.00
H 1.841739 -8.418580 0.063341 -0.4 0.0 0.2 0.00
H 1.767321 -4.537697 1.875292 -0.2 -0.3 -0.1 0.00
H 2.735004 -5.970204 1.487666 -0.3 0.0 0.0 0.00
H 1.610273 -6.030225 2.845195 0.0 0.1 -0.1 0.00
C 0.257983 -0.116186 4.983385 0.1 0.3 0.1 0.00
O -0.428566 -0.670965 3.854015 -0.7 -0.3 0.3 0.00
H 1.312983 -0.104186 4.702447 -0.2 0.0 0.1 0.00
H 0.117493 -0.738435 5.876283 0.0 0.1 -0.3 0.00
H -0.093037 0.911352 5.191402 0.1 -0.4 -0.1 0.00
H -1.366539 -0.800841 4.063423 0.3 0.1 0.0 0.00